DFT (the ωB97M-V functional and the def2-TZVPD basis) results for a molecular structure, C31H31BrN2O6PtS in a non-equilibrium geometry.

Cartesian coordinates (Å):
Pt  -0.718  1.176  0.144
O  -3.940  -1.116  1.256
C  -3.209  -0.230  0.835
O  -2.402  0.511  1.493
C  -3.266  0.094  -0.645
C  -4.260  -0.418  -1.458
C  -4.299  -0.033  -2.787
C  -3.358  0.876  -3.255
C  -2.391  1.338  -2.388
N  -2.339  0.939  -1.114
H  -4.968  -1.105  -1.021
H  -5.062  -0.422  -3.449
H  -3.377  1.233  -4.276
H  -1.640  2.055  -2.697
O  -0.180  -1.184  0.771
S  -0.099  -1.001  2.289
C  -1.315  -2.146  3.028
C  -1.042  -3.608  2.850
C  -0.487  -4.378  3.870
C  -0.206  -5.723  3.672
C  -0.469  -6.313  2.442
C  -1.031  -5.556  1.423
C  -1.323  -4.214  1.627
C  1.393  -1.924  2.738
C  2.659  -1.212  2.353
C  3.449  -1.726  1.331
C  4.634  -1.098  0.968
C  5.031  0.059  1.624
C  4.242  0.583  2.641
C  3.069  -0.057  3.009
H  -2.257  -1.856  2.559
H  -1.341  -1.849  4.081
H  -0.297  -3.923  4.837
H  0.212  -6.310  4.481
H  -0.247  -7.361  2.285
H  -1.258  -6.018  0.470
H  -1.790  -3.626  0.846
H  1.308  -2.882  2.227
H  1.326  -2.073  3.821
H  3.133  -2.630  0.819
H  5.244  -1.513  0.176
H  5.950  0.559  1.337
H  4.526  1.502  3.137
H  2.457  0.362  3.800
Br  -2.673  5.847  -2.026
C  -1.458  4.984  -0.848
C  -1.953  4.189  0.163
C  -1.053  3.482  0.970
C  0.320  3.625  0.762
C  0.795  4.475  -0.225
C  -0.092  5.164  -1.035
C  1.218  2.711  1.534
O  2.108  3.118  2.250
O  0.922  1.442  1.324
H  -3.018  4.118  0.340
H  -1.416  2.999  1.869
H  1.864  4.573  -0.371
H  0.268  5.831  -1.807
C  1.141  0.626  -5.026
N  0.948  1.462  -3.852
C  1.108  2.894  -4.067
C  0.729  0.988  -2.610
C  0.657  -0.502  -2.403
O  0.593  1.784  -1.664
H  0.546  1.025  -5.848
H  0.830  -0.394  -4.838
H  2.189  0.627  -5.336
H  2.149  3.132  -4.296
H  0.811  3.428  -3.171
H  0.484  3.210  -4.905
H  1.558  -0.987  -2.782
H  -0.210  -0.927  -2.914
H  0.570  -0.706  -1.338

The value obtained for the relative energy (zero: lowest compared OMol25 entry of this formula, charge and spin) is 133.22 kJ/mol. As for the lowest unoccupied orbital energy (spin up / spin down): -0.2 / -0.2 eV. The net charge is 0.

=====

DFT (the ωB97M-V functional and the def2-TZVPD basis) results for a molecular structure, C31H31Cl4F4N2O5Ta in a non-equilibrium geometry.

Cartesian coordinates (Å):
Ta  0.323  -0.288  0.336
C  -2.155  -1.234  2.872
O  -1.386  -1.881  1.852
C  -0.815  -3.087  2.337
C  -0.080  -3.745  1.200
O  0.957  -2.907  0.678
C  2.284  -3.172  1.151
C  2.713  -2.176  2.199
O  2.681  -0.889  1.603
C  3.220  0.109  2.482
H  -2.936  -1.908  3.228
H  -1.519  -0.947  3.712
H  -2.611  -0.352  2.431
H  -0.152  -2.864  3.181
H  -1.606  -3.758  2.688
H  0.327  -4.702  1.526
H  -0.770  -3.912  0.372
H  2.358  -4.183  1.552
H  2.935  -3.082  0.280
H  2.052  -2.197  3.072
H  3.731  -2.410  2.522
H  4.264  -0.124  2.698
H  3.157  1.060  1.965
H  2.655  0.152  3.414
Cl  -0.826  5.913  3.041
C  -0.512  4.236  2.934
C  -0.184  3.504  4.096
Cl  -0.116  4.293  5.605
C  0.096  2.143  4.019
Cl  0.473  1.218  5.413
C  0.074  1.495  2.781
O  0.360  0.242  2.562
C  -0.277  2.236  1.631
O  -0.219  1.483  0.526
C  -0.575  3.593  1.704
Cl  -0.989  4.432  0.263
C  4.993  3.736  -2.815
C  4.130  2.901  -1.932
C  4.364  1.534  -1.764
C  3.551  0.794  -0.933
N  2.508  1.324  -0.283
C  2.286  2.634  -0.419
C  3.071  3.448  -1.211
H  5.166  3.239  -3.769
H  5.968  3.867  -2.342
H  4.558  4.715  -2.992
H  5.180  1.054  -2.287
H  3.738  -0.256  -0.751
H  1.454  3.047  0.131
H  2.850  4.504  -1.274
F  -7.162  -0.501  -1.399
C  -6.435  0.619  -1.429
F  -7.023  1.523  -0.643
F  -6.448  1.091  -2.683
C  -5.006  0.350  -1.005
C  -4.335  1.253  -0.194
C  -3.010  0.996  0.109
N  -2.362  -0.078  -0.345
C  -3.017  -0.948  -1.115
C  -4.342  -0.774  -1.471
H  -4.831  2.130  0.193
H  -2.455  1.696  0.716
H  -2.464  -1.806  -1.476
H  -4.843  -1.497  -2.099
F  -2.450  -3.591  -5.327
C  -1.661  -2.899  -4.509
C  -1.832  -1.526  -4.413
C  -1.017  -0.812  -3.556
C  -0.027  -1.451  -2.802
C  0.924  -0.653  -1.986
C  0.112  -2.837  -2.918
C  -0.689  -3.565  -3.781
H  -2.569  -1.033  -5.031
H  -1.115  0.265  -3.494
H  1.898  -1.147  -1.939
H  1.073  0.340  -2.411
H  0.889  -3.342  -2.357
H  -0.553  -4.628  -3.924

The value obtained for the relative energy (zero: lowest compared OMol25 entry of this formula, charge and spin) is 353.09 kJ/mol. As for the lowest unoccupied orbital energy: -7.8 eV. The net charge is +2.

=====

DFT (the ωB97M-V functional and the def2-TZVPD basis) results for a molecular structure, C31H31CrO4Si in a non-equilibrium geometry.

Cartesian coordinates (Å):
C  -0.784  1.237  1.612
C  -0.997  1.171  0.147
C  -1.617  -0.020  -0.493
C  -0.925  2.345  -0.554
O  -1.166  2.369  -1.864
Si  -1.570  3.612  -2.938
C  -2.205  2.728  -4.450
C  -2.878  4.684  -2.161
C  -0.024  4.579  -3.312
H  -0.466  0.270  2.010
H  -0.009  1.974  1.852
H  -1.707  1.542  2.131
H  -1.561  -0.890  0.167
H  -2.673  0.178  -0.744
H  -1.107  -0.273  -1.430
H  -0.658  3.297  -0.088
H  -2.333  3.452  -5.268
H  -1.516  1.943  -4.789
H  -3.182  2.264  -4.256
H  -3.039  5.582  -2.774
H  -3.831  4.143  -2.092
H  -2.585  5.006  -1.153
H  -0.303  5.467  -3.897
H  0.479  4.913  -2.395
H  0.687  3.984  -3.902
O  -3.536  -2.427  3.394
C  -2.558  -3.058  3.322
Cr  -1.032  -4.148  3.033
C  -1.391  -3.834  1.215
O  -1.749  -3.641  0.120
C  -2.189  -5.649  2.797
O  -2.972  -6.464  2.520
C  0.088  -5.144  4.618
C  -0.250  -3.854  5.035
C  0.039  -2.748  4.219
C  0.714  -2.906  2.989
C  0.882  -1.817  2.029
C  1.234  -1.154  1.052
C  1.599  -0.262  0.035
C  1.407  -0.695  -1.352
C  1.386  -2.078  -1.651
C  1.248  -2.525  -2.964
C  1.028  -1.613  -4.003
C  0.952  -0.247  -3.718
C  1.115  0.203  -2.405
C  2.290  0.967  0.389
C  2.551  1.239  1.760
C  2.995  2.494  2.171
C  3.135  3.524  1.237
C  3.001  3.239  -0.125
C  2.679  1.953  -0.553
C  1.030  -4.229  2.585
C  0.754  -5.325  3.399
H  -0.191  -6.009  5.224
H  -0.779  -3.713  5.981
H  -0.259  -1.745  4.527
H  1.488  -2.784  -0.828
H  1.302  -3.594  -3.175
H  0.897  -1.968  -5.026
H  0.757  0.472  -4.515
H  0.943  1.257  -2.178
H  2.379  0.450  2.499
H  3.207  2.675  3.226
H  3.360  4.540  1.571
H  3.164  4.025  -0.864
H  2.728  1.717  -1.616
H  1.501  -4.362  1.611
H  1.022  -6.325  3.055

Its spin multiplicity is 4. As for the lowest unoccupied orbital energy (spin up / spin down): -5.5 / -8.5 eV. The net charge is +2. Its expectation value of S² is 3.8090.

=====

DFT (the ωB97M-V functional and the def2-TZVPD basis) results for a molecular structure, C31H31INO6RhTe in a non-equilibrium geometry.

Cartesian coordinates (Å):
Rh  0.885  0.244  -0.298
O  -2.286  -2.296  0.558
C  -1.223  -1.940  0.070
O  -0.966  -0.785  -0.426
C  -0.105  -2.997  -0.097
C  0.588  -2.794  -1.452
C  1.451  -4.011  -1.809
C  2.664  -3.817  -0.862
C  2.253  -2.546  -0.109
O  1.588  -1.803  -1.149
C  1.122  -2.898  0.876
C  0.984  -1.924  2.051
O  0.758  -2.371  3.157
O  1.174  -0.669  1.747
H  -0.585  -3.970  -0.012
H  -0.069  -2.436  -2.239
H  1.754  -3.972  -2.855
H  0.915  -4.944  -1.637
H  3.583  -3.644  -1.419
H  2.816  -4.655  -0.183
H  3.070  -1.961  0.304
H  1.310  -3.861  1.345
C  5.016  -0.420  7.875
C  4.211  -0.017  6.667
C  4.798  0.653  5.604
C  4.063  1.038  4.488
C  4.782  1.724  3.345
C  2.688  0.762  4.455
Te  1.679  1.527  2.617
N  0.290  1.734  0.886
C  0.519  3.019  0.616
O  1.050  3.793  1.453
C  0.084  3.555  -0.716
C  0.489  4.832  -1.083
C  0.212  5.314  -2.353
C  -0.483  4.523  -3.259
C  -0.913  3.257  -2.885
C  -0.632  2.770  -1.617
C  0.087  2.267  3.785
C  -1.159  1.679  3.606
C  -2.247  2.134  4.335
C  -2.084  3.189  5.222
C  -0.842  3.792  5.366
C  0.265  3.342  4.653
C  1.603  4.016  4.799
C  2.079  0.048  5.501
C  0.624  -0.318  5.516
C  2.860  -0.322  6.594
H  6.039  -0.049  7.810
H  5.053  -1.507  7.971
H  4.566  -0.026  8.788
H  5.860  0.877  5.639
H  5.805  1.969  3.629
H  4.283  2.645  3.043
H  4.815  1.082  2.462
H  1.037  5.422  -0.360
H  0.547  6.303  -2.641
H  -0.692  4.894  -4.255
H  -1.471  2.647  -3.584
H  -0.988  1.790  -1.317
H  -1.275  0.868  2.897
H  -3.216  1.669  4.205
H  -2.927  3.554  5.795
H  -0.729  4.641  6.030
H  1.497  4.984  5.286
H  2.051  4.172  3.814
H  2.285  3.403  5.395
H  0.245  -0.508  4.520
H  0.031  0.481  5.972
H  0.471  -1.229  6.094
H  2.395  -0.867  7.410
I  3.379  1.094  -0.511

Its spin multiplicity is 2. The value obtained for the relative energy (zero: lowest compared OMol25 entry of this formula, charge and spin) is 61.55 kJ/mol. As for the lowest unoccupied orbital energy (spin up / spin down): 1.5 / 1.4 eV. The net charge is -1. Its expectation value of S² is 0.7550.

=====

DFT (the ωB97M-V functional and the def2-TZVPD basis) results for a molecular structure, C31H31IrN2PSi.

Cartesian coordinates (Å):
Ir  -0.239  0.261  -0.336
C  -4.774  -0.443  -4.490
C  -4.423  0.623  -3.673
C  -3.200  0.617  -3.020
C  -2.337  -0.464  -3.195
C  -2.693  -1.542  -4.010
C  -3.915  -1.524  -4.658
P  -0.762  -0.442  -2.384
C  -0.450  -1.932  -1.396
C  -1.544  -2.514  -0.712
C  -1.380  -3.709  -0.045
C  -0.134  -4.332  -0.043
C  0.963  -3.752  -0.670
C  0.813  -2.558  -1.348
C  0.668  -0.169  -3.434
C  0.891  -0.506  -4.756
C  2.122  -0.184  -5.340
C  3.100  0.463  -4.612
C  2.881  0.820  -3.267
C  3.825  1.531  -2.483
C  3.529  1.910  -1.180
C  2.308  1.592  -0.607
C  1.336  0.843  -1.314
C  1.644  0.491  -2.682
H  -5.730  -0.436  -4.997
H  -5.102  1.455  -3.544
H  -2.921  1.442  -2.375
H  -2.030  -2.393  -4.125
H  -4.203  -2.353  -5.289
H  -2.519  -2.040  -0.753
H  -2.219  -4.167  0.461
H  -0.014  -5.281  0.464
H  1.927  -4.242  -0.641
H  1.653  -2.121  -1.872
H  0.126  -1.000  -5.341
H  2.304  -0.439  -6.375
H  4.043  0.717  -5.080
H  4.782  1.796  -2.917
H  4.262  2.463  -0.607
H  2.096  1.900  0.411
C  -0.789  3.692  -1.399
C  -1.115  3.276  -0.002
C  -1.718  4.110  0.921
C  -1.974  3.649  2.210
C  -1.640  2.364  2.605
C  -1.005  1.568  1.663
N  -0.762  2.051  0.418
N  -0.549  0.273  1.666
Si  -0.118  -0.655  3.130
C  0.998  -2.024  2.549
C  0.815  0.481  4.272
C  -1.678  -1.313  3.898
H  0.164  4.224  -1.422
H  -1.551  4.370  -1.781
H  -0.713  2.831  -2.063
H  -1.989  5.115  0.629
H  -2.456  4.309  2.919
H  -1.869  1.989  3.591
H  1.769  -1.659  1.867
H  0.442  -2.819  2.052
H  1.506  -2.469  3.407
H  1.719  0.866  3.794
H  1.130  -0.084  5.152
H  0.234  1.331  4.630
H  -2.234  -1.937  3.195
H  -2.345  -0.518  4.237
H  -1.438  -1.927  4.769

Its spin multiplicity is 2. As for the lowest unoccupied orbital energy (spin up / spin down): -6.8 / -8.9 eV. The net charge is +2. Its expectation value of S² is 0.7834.

=====

DFT (the ωB97M-V functional and the def2-TZVPD basis) results for a molecular structure, C31H31LuN8O2S.

Cartesian coordinates (Å):
Lu  -0.360  1.802  -0.127
C  0.741  1.641  5.568
C  1.398  1.721  4.352
C  0.663  1.826  3.187
C  -0.727  1.844  3.244
C  -1.393  1.776  4.471
C  -0.652  1.674  5.628
N  -1.405  1.923  2.005
N  -2.637  1.835  2.043
C  -3.340  1.945  0.817
C  -4.699  1.730  0.887
C  -5.453  1.853  -0.270
C  -4.814  2.190  -1.451
C  -3.446  2.369  -1.434
N  -2.709  2.250  -0.326
H  1.316  1.555  6.481
H  2.479  1.697  4.314
H  1.173  1.890  2.238
H  -2.472  1.815  4.496
H  -1.153  1.625  6.584
H  -5.133  1.477  1.845
H  -6.524  1.693  -0.248
H  -5.361  2.309  -2.376
H  -2.915  2.617  -2.343
N  2.490  3.576  -4.307
C  1.078  4.095  -4.405
C  0.401  3.847  -3.068
N  0.420  2.434  -2.643
C  1.781  1.865  -2.713
C  2.476  2.092  -4.044
H  2.960  4.048  -3.524
H  3.012  3.789  -5.154
H  0.598  3.565  -5.225
H  1.107  5.157  -4.635
H  -0.623  4.212  -3.106
H  0.926  4.432  -2.317
H  -0.195  1.881  -3.231
H  1.743  0.799  -2.502
H  2.385  2.339  -1.941
H  1.958  1.619  -4.877
H  3.501  1.728  -4.012
S  3.289  4.867  -0.982
C  2.106  3.994  -0.340
N  1.220  3.311  0.040
O  -0.807  0.155  -1.560
C  -0.311  -0.698  -0.744
N  -0.281  -2.013  -0.866
C  0.335  -2.639  0.317
C  0.650  -1.368  1.155
O  1.152  -1.318  2.239
N  0.266  -0.249  0.401
C  -0.645  -3.596  1.003
C  -0.773  -3.651  2.386
C  -1.632  -4.576  2.967
C  -2.366  -5.448  2.179
C  -2.231  -5.402  0.797
C  -1.372  -4.484  0.215
C  1.633  -3.375  -0.047
C  2.527  -3.738  0.956
C  3.666  -4.464  0.641
C  3.920  -4.840  -0.672
C  3.027  -4.486  -1.671
C  1.889  -3.753  -1.360
H  -0.778  -2.513  -1.583
H  -0.198  -2.984  3.014
H  -1.721  -4.617  4.046
H  -3.031  -6.169  2.636
H  -2.785  -6.090  0.172
H  -1.249  -4.500  -0.865
H  2.331  -3.459  1.984
H  4.355  -4.743  1.428
H  4.805  -5.416  -0.914
H  3.210  -4.785  -2.696
H  1.203  -3.488  -2.157

The value obtained for the relative energy (zero: lowest compared OMol25 entry of this formula, charge and spin) is 0.00 kJ/mol. As for the lowest unoccupied orbital energy: -6.7 eV. The net charge is +2.

=====

Number 1: DFT total energy -132039.8638 eV, molecular weight 834.6 g/mol. Number 2: DFT total energy -108363.5646 eV, molecular weight 910.4 g/mol. Number 3: DFT total energy -77122.2210 eV, molecular weight 547.7 g/mol. Number 4: DFT total energy -64829.1882 eV, molecular weight 871.0 g/mol. Number 5: DFT total energy -55623.0857 eV, molecular weight 682.9 g/mol. Number 6: DFT total energy -93113.1943 eV, molecular weight 754.7 g/mol.